No. 1
{"formula": "C11H24CuNO6", "method": "ωB97M-V/def2-TZVPD", "symbols": ["Cu", "C", "C", "O", "O", "H", "H", "H", "C", "C", "O", "O", "H", "H", "H", "C", "C", "C", "O", "H", "H", "H", "H", "H", "H", "H", "C", "C", "C", "O", "C", "N", "H", "H", "H", "H", "H", "H", "H", "H", "H", "H", "H"], "positions_angstrom": [[-20.249366, 27.728832, 11.462753], [-20.946547, 26.258487, 7.627783], [-20.738394, 26.440288, 9.112521], [-21.662388, 26.886526, 9.831804], [-19.562729, 26.383132, 9.553488], [-21.147538, 25.193976, 7.427390], [-20.091169, 26.481766, 6.996754], [-21.877086, 26.655307, 7.217784], [-16.693617, 25.398411, 13.236745], [-17.500232, 26.612326, 12.776785], [-16.912787, 27.711957, 12.734412], [-18.747715, 26.460515, 12.616070], [-17.164255, 24.440105, 12.999557], [-16.389349, 25.399585, 14.285580], [-15.720137, 25.298854, 12.742918], [-19.624493, 30.033124, 8.728629], [-19.549536, 30.588162, 10.154359], [-20.843769, 31.359809, 10.509732], [-19.235977, 29.596028, 11.057986], [-19.676325, 30.875706, 8.033057], [-20.478502, 29.361084, 8.617995], [-18.740734, 29.429037, 8.520474], [-18.697563, 31.280870, 10.183413], [-20.684642, 31.675641, 11.546286], [-21.728971, 30.713546, 10.531199], [-21.212038, 32.210861, 9.930643], [-21.572620, 29.182066, 15.542118], [-21.133482, 28.402715, 14.298341], [-21.924054, 27.129488, 14.017885], [-21.785362, 26.670556, 12.699792], [-22.212878, 25.324316, 12.544344], [-21.228394, 29.256020, 13.101547], [-22.447825, 29.768025, 15.253740], [-20.799602, 29.926211, 15.746426], [-21.634482, 28.536761, 16.418685], [-20.071839, 28.143727, 14.373774], [-22.963153, 27.230967, 14.372019], [-21.561248, 26.332871, 14.683400], [-21.499348, 24.697302, 13.088541], [-22.193915, 24.973126, 11.518933], [-23.192106, 25.182840, 13.005571], [-22.246921, 29.354894, 13.067022], [-20.875501, 30.191538, 13.268120]], "atomic_forces_ev_per_a": [[1.4, 1.2, -0.5], [-1.0, -1.8, -0.8], [2.0, 1.8, 0.2], [-1.3, 0.2, 0.5], [-0.3, -0.4, -0.3], [0.4, -0.1, 0.2], [0.1, 0.4, 0.3], [0.2, 0.7, 0.4], [0.7, -1.2, -0.6], [0.5, 1.9, 0.9], [0.1, -0.9, -0.1], [-1.1, -0.3, -0.4], [-0.4, 0.2, 0.3], [-0.6, 0.3, 0.2], [-0.1, 0.6, -0.3], [0.2, 0.1, 0.1], [-0.4, -0.7, -0.8], [-0.3, -0.3, 1.0], [-1.0, -1.3, 0.5], [-0.1, -0.2, -0.3], [-0.2, 0.2, 0.0], [0.1, 0.1, 0.0], [0.0, 0.3, 0.0], [-0.2, 0.3, 0.0], [0.3, -0.5, 0.0], [0.8, 0.2, -0.3], [0.7, -0.2, -0.6], [1.3, 0.3, -0.4], [0.3, -0.7, 1.5], [-0.4, 0.4, -0.6], [0.6, -0.4, 0.8], [-1.4, -0.9, 0.2], [-0.5, -0.4, 0.6], [0.1, -0.1, 0.1], [-0.5, 0.2, 0.1], [-0.1, -0.2, 0.1], [-0.3, 0.3, -0.7], [0.3, 0.1, 0.1], [0.0, -0.1, 0.1], [-0.1, 0.7, -0.2], [-0.2, 0.1, -0.2], [0.1, 0.4, -0.9], [0.5, -0.2, -0.2]], "s_squared": 0.7563, "lumo_ev": [2.8, 2.4], "homo_energy_ev": [-4.6, -4.6], "orbital_gap_ha": [0.2754, 0.2586], "multiplicity": 2, "charge": -1, "e_tot_ha": -2580.213957}

***

No. 2
{"formula": "C11H25BiN5O8", "method": "ωB97M-V/def2-TZVPD", "symbols": ["O", "H", "Bi", "N", "N", "N", "N", "O", "O", "O", "O", "C", "C", "C", "C", "C", "H", "H", "H", "C", "H", "H", "H", "C", "C", "H", "H", "H", "H", "H", "H", "H", "H", "C", "H", "H", "H", "O", "H", "H", "N", "C", "C", "O", "O", "H", "H", "H", "H", "H"], "positions_angstrom": [[0.500444, -0.597871, -4.184063], [0.173711, -1.115541, -4.940848], [0.342979, 0.375744, -0.772588], [1.247306, -1.891394, -1.660721], [-0.946262, -1.869380, -0.267045], [0.102745, 2.841466, -0.642421], [-1.349944, 1.263044, 0.792355], [2.184042, -1.829855, -2.527826], [0.647456, 3.598725, -1.531459], [-2.141501, 0.443045, 1.534465], [-2.010693, -1.860483, 0.453866], [-0.519000, -3.087035, -0.696679], [0.700960, -3.112076, -1.416588], [-0.621988, 3.436390, 0.335431], [-1.479258, 2.568366, 1.082133], [1.348085, -4.331287, -1.948874], [1.468494, -4.267055, -3.037957], [0.763749, -5.225367, -1.721540], [2.347168, -4.443691, -1.507391], [-1.346228, -4.267141, -0.363819], [-2.349592, -4.155289, -0.801846], [-1.445863, -4.351798, 0.728486], [-0.899364, -5.186119, -0.753056], [-0.546431, 4.887744, 0.612668], [-2.452162, 3.083728, 2.090376], [0.078344, 5.398230, -0.124165], [-0.128278, 5.062694, 1.613972], [-1.554404, 5.320000, 0.614043], [-3.070781, 2.258980, 2.459293], [-3.105132, 3.852961, 1.648527], [-1.938072, 3.558297, 2.941925], [1.104146, 2.378132, -2.481353], [-2.057748, -0.480254, 1.066493], [-1.355714, 0.390877, -2.285433], [-1.116759, -0.253056, -3.128331], [-1.515901, 1.416782, -2.632220], [-2.262478, 0.050260, -1.773832], [1.383919, 1.414941, -2.610814], [1.223706, -1.135107, -3.751339], [1.034166, 1.004064, -3.439628], [2.293996, 0.722098, 3.942564], [1.969751, -0.693434, 3.620474], [1.512008, -0.689185, 2.160816], [1.108822, -1.751956, 1.654702], [1.621975, 0.470385, 1.615465], [2.656128, 1.173940, 3.078810], [2.937650, 0.796818, 4.728690], [1.422375, 1.197736, 4.198971], [2.857582, -1.314145, 3.748451], [1.181849, -1.056928, 4.278858]], "atomic_forces_ev_per_a": [[1.1, -1.3, -0.4], [0.3, 0.4, 0.3], [-0.6, 1.9, -0.3], [2.1, 0.8, -2.3], [-2.3, 1.2, 2.0], [-1.3, 1.6, 0.8], [-0.5, 2.4, 0.6], [-1.9, -0.8, 2.5], [0.2, -0.7, 0.3], [0.0, -1.7, -0.4], [2.8, -0.9, -2.2], [0.9, -1.1, -0.6], [-1.4, -0.8, 0.6], [1.5, -0.9, -1.5], [0.6, -2.9, -0.5], [0.0, -0.5, 0.1], [0.0, 0.1, 0.2], [0.2, 0.2, 0.0], [-0.2, 0.1, -0.2], [0.0, -0.6, -0.1], [0.2, 0.0, 0.3], [-0.1, 0.1, -0.3], [-0.2, 0.2, 0.2], [-0.2, 0.5, 0.0], [-0.3, -0.1, 0.2], [-0.2, -0.2, 0.1], [-0.1, 0.0, -0.2], [0.2, 0.1, -0.1], [0.2, 0.3, -0.1], [0.3, -0.3, 0.1], [-0.1, -0.2, -0.3], [0.1, 0.1, 0.0], [-0.5, 1.7, 1.0], [-0.7, -0.1, 0.6], [-0.2, 0.2, 0.4], [0.2, -0.1, 0.1], [0.0, 0.1, -0.2], [0.1, -0.5, -0.7], [-1.0, 0.9, -1.2], [0.2, 0.7, 0.6], [0.0, 0.2, 0.9], [0.0, -0.4, -0.1], [-0.2, 0.5, -1.4], [0.3, 0.9, 0.5], [0.1, -1.3, 1.0], [-0.4, -0.3, 0.0], [0.1, 0.1, 0.0], [0.3, 0.1, -0.2], [-0.1, 0.1, 0.0], [0.1, 0.1, 0.0]], "lumo_ev": [-6.1, -6.5], "homo_energy_ev": [-10.2, -9.6], "orbital_gap_ha": [0.1500, 0.1140], "charge": 1, "e_tot_ha": -1523.922910}

***

No. 3
{"formula": "C11H25BrF2InN", "method": "ωB97M-V/def2-TZVPD", "symbols": ["F", "C", "C", "In", "F", "Br", "H", "H", "H", "H", "H", "C", "C", "C", "N", "C", "C", "C", "C", "C", "C", "H", "H", "H", "H", "H", "H", "H", "H", "H", "H", "H", "H", "H", "H", "H", "H", "H", "H", "H", "H"], "positions_angstrom": [[-2.326272, -1.774067, -0.095033], [-3.585990, -2.301300, -0.623023], [-4.587392, -2.503950, 0.476303], [-6.444159, -1.467190, -0.041152], [-5.603778, -0.169100, -1.356608], [-7.858013, -3.051531, -1.473897], [-3.877579, -1.537390, -1.348950], [-3.305591, -3.221548, -1.144825], [-4.230132, -2.025414, 1.395703], [-4.741126, -3.562731, 0.704303], [-7.389893, -0.651316, 1.148256], [3.983768, 1.443959, 2.387096], [4.189244, 1.365362, 0.879507], [3.069526, 1.848324, -0.036985], [1.751357, 1.097587, -0.044615], [1.995130, -0.397948, -0.037416], [0.722043, -1.196873, -0.245555], [0.000051, -0.791041, -1.520772], [-0.260072, 0.710052, -1.526769], [1.025160, 1.484809, -1.323183], [0.918661, 1.504102, 1.131519], [3.316107, 0.671304, 2.768244], [4.939737, 1.305721, 2.891071], [3.589834, 2.415997, 2.690118], [4.507088, 0.362741, 0.588409], [5.022543, 2.019649, 0.608567], [3.425281, 1.807667, -1.066297], [2.811080, 2.885762, 0.185495], [2.709724, -0.582597, -0.843569], [2.476372, -0.628907, 0.911709], [0.999237, -2.251938, -0.267490], [0.051610, -1.087712, 0.608955], [-0.949220, -1.314010, -1.563014], [0.585923, -1.073432, -2.402027], [-1.000958, 0.969539, -0.768313], [-0.687790, 1.032925, -2.477165], [0.871621, 2.563502, -1.264466], [1.725826, 1.277699, -2.134028], [0.761550, 2.580131, 1.084656], [1.437907, 1.245383, 2.045447], [-0.038413, 0.997782, 1.099791]], "atomic_forces_ev_per_a": [[-0.1, -0.3, 0.1], [0.3, 0.3, -0.2], [0.0, -0.2, 0.2], [-0.1, -0.1, 0.1], [0.0, 0.2, -0.1], [0.0, 0.0, -0.1], [0.0, -0.1, 0.1], [-0.1, 0.1, 0.1], [0.0, 0.0, -0.2], [0.1, 0.1, 0.0], [0.0, 0.1, 0.0], [0.0, 0.0, 0.0], [0.0, 0.0, -0.1], [-0.1, 0.0, 0.0], [0.0, -0.1, 0.1], [0.0, 0.1, 0.0], [0.0, 0.0, 0.1], [-0.1, 0.0, -0.2], [0.0, 0.0, 0.0], [0.1, 0.0, 0.1], [0.0, 0.0, -0.1], [0.0, 0.0, 0.0], [0.0, 0.0, 0.0], [0.0, 0.0, 0.0], [0.0, 0.0, 0.0], [0.0, 0.0, 0.0], [0.0, 0.0, 0.0], [0.0, 0.0, 0.0], [0.0, 0.0, 0.0], [0.0, 0.0, 0.0], [0.0, 0.0, 0.0], [0.0, 0.0, 0.0], [0.0, 0.0, -0.1], [0.1, 0.0, 0.0], [0.0, 0.0, 0.0], [0.0, 0.0, 0.0], [0.0, 0.0, 0.0], [0.0, 0.0, 0.0], [0.0, 0.0, 0.0], [0.0, 0.0, 0.0], [0.0, 0.0, 0.0]], "lumo_ev": -0.7, "homo_energy_ev": -7.2, "orbital_gap_ha": 0.2395, "e_tot_ha": -3452.722607}

***

No. 4
{"formula": "C11H25ErINO2P2", "method": "ωB97M-V/def2-TZVPD", "symbols": ["C", "C", "N", "C", "C", "C", "C", "P", "Er", "P", "C", "O", "O", "H", "H", "H", "C", "C", "H", "H", "H", "H", "C", "C", "H", "H", "H", "H", "H", "H", "H", "H", "H", "H", "H", "H", "H", "H", "H", "H", "H", "H", "I"], "positions_angstrom": [[-0.788461, 0.803779, -2.954578], [-0.889343, 0.349264, -1.608780], [0.081677, 0.735057, -0.680166], [0.858143, 1.801621, -0.975961], [0.821975, 2.419858, -2.224552], [0.011848, 1.891927, -3.236899], [-1.990791, -0.461778, -1.213256], [-2.424680, -0.898449, 0.503119], [0.033357, -0.253279, 1.528033], [2.307670, 1.298007, 1.490908], [1.721800, 2.444316, 0.101047], [-0.979291, -3.307994, -2.740034], [0.336860, -4.709457, 0.378718], [-1.458602, 0.348129, -3.689119], [1.456243, 3.293989, -2.395433], [0.033429, 2.317083, -4.236306], [-3.886697, 0.197362, 0.517016], [-3.155201, -2.582663, 0.569270], [2.628879, 2.877596, -0.358902], [1.144444, 3.252469, 0.597022], [-1.218077, -2.533335, -2.255255], [-2.645149, -0.799878, -2.043828], [2.679431, 2.514164, 2.785249], [3.937327, 0.820048, 0.859303], [1.467842, -1.379601, 1.051620], [-0.257117, -4.272724, 1.117295], [0.179884, -4.157080, -0.419338], [0.010971, -3.138442, -2.745743], [-0.739228, 1.230014, 2.092542], [2.172387, -1.321082, 1.454652], [-4.663968, -0.237410, -0.128033], [-4.248232, 0.321837, 1.543491], [-3.553162, 1.169160, 0.124631], [-3.958644, -2.698738, -0.176842], [-2.365246, -3.325093, 0.384512], [-3.552129, -2.729698, 1.588825], [4.612310, 1.683589, 0.819638], [4.349207, 0.064933, 1.540119], [3.842187, 0.379437, -0.140464], [3.587455, 3.083582, 2.552712], [1.830580, 3.195564, 2.915028], [2.826842, 1.957934, 3.718504], [-0.158742, -1.644004, 3.990227]], "atomic_forces_ev_per_a": [[0.2, 0.9, -0.5], [-0.9, -1.3, 1.1], [-0.2, 0.1, 0.2], [0.0, 0.7, -1.0], [0.7, 0.3, 1.0], [-0.6, -1.2, -0.1], [1.3, -0.8, -0.6], [-0.5, 0.8, -2.0], [-1.4, -0.5, -0.2], [-0.4, 1.8, -1.0], [0.2, -0.4, 0.4], [2.7, -0.4, -0.2], [-1.8, 1.9, 1.5], [0.3, 0.3, 0.2], [-0.3, -0.3, 0.0], [0.0, -0.1, 0.1], [-0.2, 0.1, 0.9], [0.1, 0.1, 0.0], [-0.5, 0.0, 0.2], [0.3, -0.4, -0.3], [-1.0, 1.3, 0.7], [0.2, 0.3, 0.7], [0.2, -0.1, 0.4], [0.3, -0.4, 0.1], [3.4, -1.5, 0.3], [1.8, -1.3, -2.2], [-0.1, -0.6, 0.7], [-1.6, -0.7, -0.4], [-0.5, 2.0, 0.8], [-1.7, -0.2, -1.0], [0.2, 0.2, 0.2], [-0.3, 0.1, -0.2], [-0.2, -0.4, 0.2], [0.3, 0.0, 0.3], [-0.3, 0.1, 0.0], [0.1, 0.0, -0.4], [-0.1, -0.2, 0.0], [0.2, 0.1, -0.2], [0.0, 0.1, 0.2], [-0.2, -0.1, 0.0], [0.2, -0.2, 0.0], [0.0, 0.3, -0.1], [0.1, -0.3, 0.2]], "s_squared": 3.7529, "lumo_ev": [-0.4, -0.4], "homo_energy_ev": [-6.8, -6.8], "orbital_gap_ha": [0.2352, 0.2375], "multiplicity": 4, "e_tot_ha": -2634.786081}